P) # C15H40O15S5

A 5-piece molecular cluster, C15H40O15S5 overall (the ωB97M-V functional and the def2-TZVPD basis, the Open Molecules 2025 dataset).

For the LUMO energy, the calculation gives 0.2 eV. As for the total charge: 0. Its molar mass is 620.805 g mol⁻¹. Its SMILES is CCOS(C)(=O)=O.CCOS(C)(=O)=O.CCOS(C)(=O)=O.CCOS(C)(=O)=O.CCOS(C)(=O)=O.

Last columns: bonded neighbours and bond lengths (Å).
Atoms and positions in Å:
1 C 1.845 -0.455 2.707  C2 1.445, H8 1.090, H9 1.090, H10 1.090
2 C 1.542 0.060 4.022  C1 1.445, O3 1.431, H11 1.090, H12 1.090
3 O 0.388 0.883 3.823  C2 1.431, S4 1.668
4 S -0.138 1.770 5.134  O3 1.668, C5 1.862, O6 1.465, O7 1.443
5 C 0.931 3.277 4.910  S4 1.862, H13 1.090, H14 1.090, H15 1.090
6 O -1.580 1.995 5.001  S4 1.465
7 O 0.297 1.074 6.321  S4 1.443
8 H 2.898 -0.739 2.713  C1 1.090
9 H 1.657 0.305 1.949  C1 1.090
10 H 1.354 -1.400 2.476  C1 1.090
11 H 1.509 -0.591 4.895  C2 1.090
12 H 2.329 0.725 4.379  C2 1.090
13 H 1.923 3.004 4.548  C5 1.090
14 H 1.002 3.834 5.844  C5 1.090
15 H 0.349 3.799 4.150  C5 1.090
16 C -5.874 -5.629 0.461  C17 1.598, H23 1.090, H24 1.090, H25 1.090
17 C -5.038 -5.291 -0.857  C16 1.598, O18 1.356, H26 1.090, H27 1.090
18 O -4.750 -3.976 -0.695  C17 1.356, S19 1.725
19 S -3.111 -3.439 -0.656  O18 1.725, C20 1.808, O21 1.463, O22 1.486
20 C -2.774 -3.566 1.116  S19 1.808, H28 1.090, H29 1.090, H30 1.090
21 O -2.243 -4.366 -1.381  S19 1.463
22 O -3.166 -1.993 -0.992  S19 1.486
23 H -6.816 -5.088 0.368  C16 1.090
24 H -5.305 -5.331 1.342  C16 1.090
25 H -6.198 -6.656 0.631  C16 1.090
26 H -4.105 -5.853 -0.817  C17 1.090
27 H -5.579 -5.563 -1.763  C17 1.090
28 H -1.883 -2.997 1.381  C20 1.090
29 H -2.488 -4.596 1.329  C20 1.090
30 H -3.566 -3.107 1.708  C20 1.090
31 C 3.718 3.080 -1.811  C32 1.547, H38 1.090, H39 1.090, H40 1.090
32 C 3.229 1.976 -0.845  C31 1.547, O33 1.457, H41 1.090, H42 1.090
33 O 3.952 1.799 0.408  C32 1.457, S34 1.689
34 S 3.829 2.858 1.717  O33 1.689, C35 1.855, O36 1.407, O37 1.435
35 C 5.194 4.041 1.295  S34 1.855, H43 1.090, H44 1.090, H45 1.090
36 O 2.548 3.424 1.583  S34 1.407
37 O 4.146 2.177 2.940  S34 1.435
38 H 3.138 2.914 -2.718  C31 1.090
39 H 4.765 2.784 -1.883  C31 1.090
40 H 3.632 4.085 -1.396  C31 1.090
41 H 2.159 2.029 -0.643  C32 1.090
42 H 3.530 1.037 -1.309  C32 1.090
43 H 5.611 4.298 2.269  C35 1.090
44 H 4.744 4.836 0.702  C35 1.090
45 H 5.908 3.452 0.719  C35 1.090
46 C 1.182 -1.425 -0.600  C47 1.562, H53 1.090, H54 1.090, H55 1.090
47 C -0.280 -0.900 -0.439  C46 1.562, O48 1.391, H56 1.090, H57 1.090
48 O -0.193 0.486 -0.344  C47 1.391, S49 1.673
49 S -1.518 1.330 0.231  O48 1.673, C50 1.811, O51 1.469, O52 1.479
50 C -0.707 2.443 1.406  S49 1.811, H58 1.090, H59 1.090, H60 1.090
51 O -1.945 2.182 -0.888  S49 1.469
52 O -2.519 0.471 0.900  S49 1.479
53 H 1.820 -0.834 -1.256  C46 1.090
54 H 1.157 -2.476 -0.889  C46 1.090
55 H 1.568 -1.764 0.361  C46 1.090
56 H -0.963 -1.211 -1.229  C47 1.090
57 H -0.821 -1.430 0.345  C47 1.090
58 H -0.566 3.357 0.829  C50 1.090
59 H 0.177 2.005 1.870  C50 1.090
60 H -1.417 2.719 2.186  C50 1.090
61 C -1.243 -2.400 -4.339  C62 1.504, H68 1.090, H69 1.090, H70 1.090
62 C -0.188 -1.354 -4.576  C61 1.504, O63 1.457, H71 1.090, H72 1.090
63 O -0.874 -0.091 -4.812  C62 1.457, S64 1.632
64 S 0.054 1.224 -5.081  O63 1.632, C65 1.840, O66 1.498, O67 1.471
65 C -0.842 2.534 -4.150  S64 1.840, H73 1.090, H74 1.090, H75 1.090
66 O 1.320 1.202 -4.281  S64 1.498
67 O 0.038 1.535 -6.518  S64 1.471
68 H -0.968 -3.454 -4.307  C61 1.090
69 H -2.001 -2.471 -5.119  C61 1.090
70 H -1.666 -2.224 -3.350  C61 1.090
71 H 0.393 -1.268 -3.658  C62 1.090
72 H 0.484 -1.714 -5.356  C62 1.090
73 H -0.634 2.516 -3.080  C65 1.090
74 H -1.898 2.658 -4.387  C65 1.090
75 H -0.463 3.476 -4.548  C65 1.090

Mulliken population analysis, charges in e, atoms 1 to 4:
1. C -0.554
2. C -0.572
3. O -0.205
4. S 1.121

Q) # C15H40O15S5

A 5-piece molecular cluster, C15H40O15S5 overall (the ωB97M-V functional and the def2-TZVPD basis, the Open Molecules 2025 dataset).

For the LUMO energy, the calculation gives -0.1 eV. As for the total charge: 0. Its molar mass is 620.805 g mol⁻¹. Its SMILES is CCOS(C)(=O)=O.CCOS(C)(=O)=O.CCOS(C)(=O)=O.CCOS(C)(=O)=O.CCOS(C)(=O)=O.

Last columns: bonded neighbours and bond lengths (Å).
Atoms and positions in Å:
1 C 1.986 3.566 4.483  C2 1.536, H8 1.090, H9 1.090, H10 1.090
2 C 1.749 3.803 2.984  C1 1.536, O3 1.431, H11 1.090, H12 1.090
3 O 2.169 5.145 2.717  C2 1.431, S4 1.666
4 S 3.796 5.416 2.482  O3 1.666, C5 1.874, O6 1.452, O7 1.483
5 C 4.047 4.569 0.830  S4 1.874, H13 1.090, H14 1.090, H15 1.090
6 O 3.932 6.850 2.302  S4 1.452
7 O 4.655 4.656 3.423  S4 1.483
8 H 2.976 3.361 4.890  C1 1.090
9 H 1.448 2.663 4.771  C1 1.090
10 H 1.323 4.253 5.008  C1 1.090
11 H 2.366 3.190 2.327  C2 1.090
12 H 0.698 3.824 2.697  C2 1.090
13 H 4.811 5.046 0.217  C5 1.090
14 H 3.083 4.622 0.323  C5 1.090
15 H 4.336 3.539 1.040  C5 1.090
16 C -2.377 -1.114 -1.565  C17 1.566, H23 1.090, H24 1.090, H25 1.090
17 C -0.859 -0.921 -1.230  C16 1.566, O18 1.432, H26 1.090, H27 1.090
18 O -0.612 -1.635 -0.013  C17 1.432, S19 1.692
19 S 0.798 -1.160 0.791  O18 1.692, C20 1.914, O21 1.525, O22 1.472
20 C 0.640 0.734 1.009  S19 1.914, H28 1.090, H29 1.090, H30 1.090
21 O 0.732 -1.816 2.167  S19 1.525
22 O 1.931 -1.480 -0.092  S19 1.472
23 H -2.646 -2.128 -1.858  C16 1.090
24 H -2.613 -0.428 -2.378  C16 1.090
25 H -2.792 -0.880 -0.584  C16 1.090
26 H -0.205 -1.054 -2.092  C17 1.090
27 H -0.741 0.156 -1.111  C17 1.090
28 H 0.562 0.873 2.088  C20 1.090
29 H -0.356 1.092 0.748  C20 1.090
30 H 1.480 1.204 0.497  C20 1.090
31 C 8.575 -4.123 0.628  C32 1.632, H38 1.090, H39 1.090, H40 1.090
32 C 7.442 -3.765 1.747  C31 1.632, O33 1.432, H41 1.090, H42 1.090
33 O 6.147 -3.461 1.216  C32 1.432, S34 1.660
34 S 5.357 -4.744 0.520  O33 1.660, C35 1.844, O36 1.439, O37 1.494
35 C 3.916 -3.680 0.085  S34 1.844, H43 1.090, H44 1.090, H45 1.090
36 O 5.963 -5.115 -0.732  S34 1.439
37 O 5.102 -5.822 1.523  S34 1.494
38 H 8.404 -5.080 0.133  C31 1.090
39 H 9.534 -4.274 1.123  C31 1.090
40 H 8.693 -3.238 0.003  C31 1.090
41 H 7.439 -4.597 2.451  C32 1.090
42 H 7.718 -2.855 2.280  C32 1.090
43 H 3.190 -4.293 -0.450  C35 1.090
44 H 4.272 -3.084 -0.755  C35 1.090
45 H 3.486 -3.184 0.954  C35 1.090
46 C -5.219 -3.335 -1.823  C47 1.539, H53 1.090, H54 1.090, H55 1.090
47 C -6.040 -2.610 -0.741  C46 1.539, O48 1.422, H56 1.090, H57 1.090
48 O -5.095 -1.684 -0.220  C47 1.422, S49 1.630
49 S -5.391 -1.082 1.266  O48 1.630, C50 1.785, O51 1.429, O52 1.439
50 C -4.403 -2.230 2.211  S49 1.785, H58 1.090, H59 1.090, H60 1.090
51 O -4.867 0.248 1.274  S49 1.429
52 O -6.820 -1.181 1.396  S49 1.439
53 H -4.400 -3.927 -1.415  C46 1.090
54 H -4.932 -2.672 -2.638  C46 1.090
55 H -5.850 -4.119 -2.243  C46 1.090
56 H -6.753 -2.142 -1.420  C47 1.090
57 H -6.640 -3.305 -0.155  C47 1.090
58 H -3.409 -2.291 1.768  C50 1.090
59 H -5.087 -3.066 2.354  C50 1.090
60 H -4.295 -1.699 3.157  C50 1.090
61 C -5.116 2.538 -5.087  C62 1.532, H68 1.090, H69 1.090, H70 1.090
62 C -4.108 2.064 -4.035  C61 1.532, O63 1.447, H71 1.090, H72 1.090
63 O -3.085 3.085 -3.974  C62 1.447, S64 1.575
64 S -1.841 2.964 -3.015  O63 1.575, C65 1.901, O66 1.447, O67 1.419
65 C -2.801 3.246 -1.398  S64 1.901, H73 1.090, H74 1.090, H75 1.090
66 O -1.273 1.635 -3.072  S64 1.447
67 O -1.059 4.137 -3.172  S64 1.419
68 H -5.385 3.591 -5.003  C61 1.090
69 H -5.969 1.874 -4.947  C61 1.090
70 H -4.550 2.357 -6.001  C61 1.090
71 H -4.625 1.932 -3.084  C62 1.090
72 H -3.532 1.221 -4.417  C62 1.090
73 H -3.239 2.350 -0.960  C65 1.090
74 H -3.632 3.917 -1.615  C65 1.090
75 H -2.140 3.552 -0.586  C65 1.090

Mulliken population analysis, charges in e, atoms 1 to 4:
1. C -1.146
2. C -0.079
3. O -0.361
4. S 1.181

Which one is most stable, and which one is least stable? P) is the most stable of them, while Q) is the least stable.